Run i
The following is a DFT calculation (ωB97M-V/def2-TZVPD) of a 2-piece molecular cluster, C4H8O2 overall.

Its molecular weight is 88.11 u. Its HOMO energy is -9.02 eV. The calculation puts the LUMO energy at 0.655 eV. The structure (SMILES) is C/C=C\O.C=O.

Element x y z (Å)
O  -1.066  -2.074  1.922
O  -1.196  0.857  -1.471
C  0.735  -0.316  -0.611
C  -1.330  -0.945  1.595
C  1.519  0.846  -0.069
C  -0.450  -0.253  -1.222
H  -0.700  1.640  -1.200
H  0.930  1.770  -0.005
H  2.398  1.064  -0.689
H  -2.185  -0.700  0.934
H  1.882  0.633  0.942
H  1.166  -1.307  -0.493
H  -0.744  -0.072  1.947
H  -0.960  -1.143  -1.579



Run ii
The following is a DFT calculation (ωB97M-V/def2-TZVPD) of one molecule with the formula C4H8O2.

Its molecular weight is 88.11 u. Its HOMO energy is -9.43 eV. The calculation puts the LUMO energy at 1.060 eV. The structure (SMILES) is C1COCCO1.

Element x y z (Å)
O  -0.028  0.715  1.240
O  0.037  -0.819  -1.155
C  -0.671  -1.250  -0.009
C  0.728  1.151  0.143
C  -1.130  -0.063  0.822
C  1.092  0.079  -0.877
H  -1.626  -0.395  1.738
H  -0.066  -1.931  0.611
H  0.172  1.904  -0.462
H  -1.832  0.548  0.230
H  -1.538  -1.801  -0.388
H  2.038  -0.464  -0.698
H  1.645  1.597  0.546
H  1.180  0.731  -1.742



The winner here is run ii, beating the second structure by 11.0 kcal/mol.